*w*
{
  "formula": "C3H2O",
  "method": "the ωB97M-V functional and the def2-TZVPD basis",
  "elements": ["C", "C", "C", "O", "H", "H"],
  "coordinates": [[-1.831, -0.167, 0.007], [-0.689, 0.182, -0.098], [0.749, 0.463, -0.012], [1.532, -0.500, 0.018], [-2.843, -0.394, 0.266], [1.213, 1.521, 0.212]],
  "lowdin_charge": [0.13, -0.08, -0.26, 0.02, 0.04, 0.15],
  "orbital_gap_ev": 10.44,
  "lumo_energy_ev": -0.16,
  "smiles": "C#CC=O",
  "charge": 0
}

*x*
{
  "formula": "C3H2O",
  "method": "the ωB97M-V functional and the def2-TZVPD basis",
  "elements": ["C", "C", "C", "O", "H", "H"],
  "coordinates": [[-1.665, 0.400, -0.228], [-2.503, -0.284, 0.158], [0.812, 0.597, 0.091], [1.297, -0.600, -0.085], [0.918, 0.766, 1.146], [1.141, -0.879, -1.082]],
  "lowdin_charge": [-0.19, -0.05, 0.04, -0.03, 0.04, 0.18],
  "orbital_gap_ev": [7.89, 8.15],
  "lumo_energy_ev": [-2.17, -1.98],
  "charge": 0
}

Least stable of them? *x*.

*w*
{
  "formula": "C4H3NO",
  "method": "the ωB97M-V functional and the def2-TZVPD basis",
  "elements": ["C", "C", "C", "C", "N", "O", "H", "H", "H"],
  "coordinates": [[0.444, 0.490, 0.272], [-1.771, -0.485, 0.029], [-0.791, 0.622, -0.024], [2.608, -0.596, -0.162], [1.564, -0.016, 0.149], [-2.928, -0.294, -0.173], [-1.202, -1.361, 0.109], [-1.356, 1.615, 0.108], [3.431, 0.027, -0.308]],
  "lowdin_charge": [-0.06, -0.29, -0.05, 0.08, -0.02, 0.08, 0.10, 0.14, 0.01],
  "orbital_gap_ev": 7.92,
  "lumo_energy_ev": -0.86,
  "charge": 0
}

*x*
{
  "formula": "C4H3NO",
  "method": "the ωB97M-V functional and the def2-TZVPD basis",
  "elements": ["C", "C", "C", "O", "C", "N", "H", "H", "H"],
  "coordinates": [[-0.695, 0.717, -0.796], [-0.882, -0.018, 0.259], [0.238, -0.628, 0.920], [0.232, -1.343, 1.884], [1.492, -0.314, 0.040], [2.409, -0.349, -0.680], [0.355, 0.685, -1.298], [-1.406, 1.354, -1.169], [-1.743, -0.104, 0.840]],
  "lowdin_charge": [0.08, -0.11, -0.39, 0.14, -0.14, 0.16, 0.10, 0.05, 0.11],
  "orbital_gap_ev": 10.55,
  "lumo_energy_ev": -0.82,
  "smiles": "C=CC(=O)C#N",
  "charge": 0
}

*y*
{
  "formula": "C4H3NO",
  "method": "the ωB97M-V functional and the def2-TZVPD basis",
  "elements": ["C", "C", "C", "C", "N", "O", "H", "H", "H"],
  "coordinates": [[0.465, 1.286, -0.143], [0.472, -1.111, -0.194], [1.535, 0.519, 0.137], [-0.263, 0.088, -0.205], [1.762, -0.730, 0.003], [-2.111, -0.030, -0.105], [0.119, 2.311, 0.005], [0.265, -2.105, -0.281], [-2.244, -0.230, 0.783]],
  "lowdin_charge": [0.01, -0.11, -0.02, -0.09, 0.10, -0.08, 0.13, 0.09, -0.02],
  "orbital_gap_ev": [7.47, 7.47],
  "lumo_energy_ev": [-1.89, -1.88],
  "charge": 0
}

Least stable of them? *y*.

*w*
{
  "formula": "CH5N3S",
  "method": "the ωB97M-V functional and the def2-TZVPD basis",
  "elements": ["C", "H", "H", "H", "H", "H", "N", "N", "N", "S"],
  "coordinates": [[-0.260, 0.184, -0.128], [-2.332, -0.278, 0.561], [-1.402, -1.619, -1.331], [-0.855, 2.166, -0.310], [0.552, -1.243, 0.471], [2.562, 0.753, 1.205], [-1.319, -0.610, 0.299], [-0.079, 1.490, -0.268], [0.760, -0.782, -0.450], [2.373, -0.060, -0.048]],
  "lowdin_charge": [-0.77, 0.09, 0.31, 0.05, 0.04, -0.08, 0.04, 0.09, -0.36, 0.59],
  "orbital_gap_ev": 6.84,
  "lumo_energy_ev": -2.10,
  "charge": 0
}

*x*
{
  "formula": "CH5N3S",
  "method": "the ωB97M-V functional and the def2-TZVPD basis",
  "elements": ["H", "N", "C", "N", "N", "S", "H", "H", "H", "H"],
  "coordinates": [[0.785, -1.803, 0.715], [0.275, -0.944, 0.927], [-0.035, -0.313, -0.108], [0.263, -0.642, -1.416], [-0.831, 0.869, 0.026], [-1.308, 1.432, 1.545], [0.931, -1.381, -1.367], [0.672, 0.072, -2.004], [-0.542, 1.651, -0.571], [-0.208, 1.059, 2.253]],
  "lowdin_charge": [0.05, 0.10, -0.65, 0.11, -0.42, 0.71, 0.08, 0.09, 0.07, -0.14],
  "orbital_gap_ev": 9.30,
  "lumo_energy_ev": 0.61,
  "smiles": "[H]/N=C(\\N)NS",
  "charge": 0
}

Least stable of them? *w*.

*w*
{
  "formula": "H3N2O3S",
  "method": "the ωB97M-V functional and the def2-TZVPD basis",
  "elements": ["N", "N", "S", "O", "O", "O", "H", "H", "H"],
  "coordinates": [[-0.900, 0.381, 1.222], [-0.753, 0.682, -0.202], [0.754, -0.321, -0.780], [0.457, -0.389, -2.171], [0.559, -1.554, 0.001], [1.960, 0.352, -0.405], [-0.283, -0.428, 1.294], [-0.282, 0.974, 1.685], [-1.511, 0.304, -0.643]],
  "lowdin_charge": [-0.08, -0.18, 0.39, -0.37, -0.41, -0.36, 0.01, 0.01, 0.00],
  "orbital_gap_ev": 9.45,
  "lumo_energy_ev": 4.34,
  "smiles": "NNS(=O)(=O)[O-]",
  "charge": -1
}

*x*
{
  "formula": "H3N2O3S",
  "method": "the ωB97M-V functional and the def2-TZVPD basis",
  "elements": ["N", "N", "O", "O", "O", "S", "H", "H", "H"],
  "coordinates": [[0.603, 1.565, -0.435], [1.416, 0.303, -0.228], [-1.308, -1.224, -0.763], [-1.430, 0.003, 1.411], [-0.347, -2.366, 1.251], [-0.731, -1.103, 0.618], [-0.083, 1.207, -1.109], [0.212, 1.606, 0.472], [1.668, 0.010, -1.219]],
  "lowdin_charge": [-0.11, -0.10, -0.48, -0.47, -0.43, 0.54, 0.04, 0.00, 0.02],
  "orbital_gap_ev": [7.35, 8.78],
  "lumo_energy_ev": [4.07, 3.96],
  "charge": -1
}

Least stable of them? *x*.